ORCA calculation (ωB97M-V/def2-TZVPD) on a structure of composition C35H23Br2I2N4O3RbS.

Results
Total energy: -7958.05376 hartree
Net charge: -2
Energy relative to the best compared isomer or geometry (same formula, charge and spin): 0.0 kcal per mole

Geometry (Å):
Rb1 0.2235 0.1041 1.5874
Br1 2.9064 -1.0223 6.0288
C1 2.9696 -1.9847 4.3875
C2 4.1404 -2.6439 4.0477
C3 4.2246 -3.3365 2.8671
Br2 5.8731 -4.2235 2.4529
C4 3.1336 -3.3986 1.9802
C5 3.1503 -4.0696 0.7376
C6 2.0363 -4.0775 -0.0530
C7 0.8831 -3.4181 0.4039
N1 0.8297 -2.7837 1.5486
C8 1.9241 -2.7354 2.3390
C9 1.7998 -1.9485 3.5816
O1 0.7639 -1.3171 3.8862
H1 4.9887 -2.6031 4.7171
H2 4.0581 -4.5642 0.4182
H3 2.0420 -4.5742 -1.0153
H4 -0.0258 -3.4166 -0.1925
C10 4.3613 -2.1287 -5.1684
C11 4.0462 -1.3229 -3.9334
C12 2.9485 -1.6458 -3.1383
C13 2.6684 -0.9302 -1.9874
C14 3.4939 0.1247 -1.6212
C15 4.5888 0.4618 -2.3975
C16 4.8597 -0.2639 -3.5513
S1 3.1034 1.0493 -0.1475
O2 2.9883 0.0522 0.9036
O3 4.1585 2.0336 0.0033
N2 1.6690 1.6351 -0.3741
C17 1.3536 2.6341 -1.2411
C18 2.2216 3.3179 -2.0869
C19 1.7706 4.3262 -2.9521
C20 0.4542 4.6965 -3.0057
C21 -0.4734 4.0393 -2.1628
C22 -1.8505 4.3621 -2.1489
C23 -2.7041 3.6933 -1.3224
C24 -2.1815 2.6788 -0.4896
N3 -0.9142 2.3590 -0.4728
C25 -0.0455 3.0131 -1.2861
H5 3.4543 -2.5527 -5.6004
H6 5.0338 -2.9561 -4.9284
H7 4.8482 -1.5118 -5.9245
H8 2.3050 -2.4700 -3.4272
H9 1.8202 -1.1817 -1.3638
H10 5.2115 1.2873 -2.0787
H11 5.7148 -0.0010 -4.1653
H12 3.2743 3.0768 -2.0427
H13 2.4887 4.8291 -3.5915
H14 0.1118 5.4801 -3.6720
H15 -2.2098 5.1471 -2.8072
H16 -3.7617 3.9238 -1.3006
H17 -2.8267 2.1061 0.1726
I1 -3.7111 -0.0903 5.2858
C26 -1.8188 0.6538 4.6753
I2 -1.9050 2.6099 3.8456
H18 -1.4225 -0.0167 3.9213
H19 -1.1876 0.6910 5.5522
N4 -10.9646 -0.0413 0.7963
C27 -9.8165 -0.0568 0.8995
C28 -8.3919 -0.0760 1.0286
C29 -7.6014 -0.8121 0.1425
C30 -6.2292 -0.8249 0.2725
C31 -5.5791 -0.1008 1.2908
C32 -6.3954 0.6348 2.1787
C33 -7.7657 0.6472 2.0516
C34 -4.1725 -0.1017 1.4293
C35 -2.9443 -0.1021 1.5729
H20 -8.0816 -1.3734 -0.6498
H21 -5.6267 -1.3980 -0.4191
H22 -5.9128 1.1914 2.9713
H23 -8.3759 1.2171 2.7419